(1)
# C43H50FeN7O3PSSe

C43H50FeN7O3PSSe as an isolated structure at a distorted geometry (the ωB97M-V functional and the def2-TZVPD basis, the OMol25 dataset).

The geometry in XYZ format:
```
107
Properties=species:S:1:pos:R:3:mulliken_spin:R:1
Fe -0.56 -1.19 0.70 0.015
N 1.14 1.37 3.47 0.195
C 2.49 1.63 3.28 0.126
C 3.12 2.63 4.00 -0.042
C 4.46 2.87 3.77 0.073
C 5.17 2.14 2.81 0.051
C 4.55 1.15 2.09 -0.013
C 3.20 0.88 2.32 0.147
S 2.45 -0.38 1.42 0.379
N 0.88 -0.34 1.89 0.110
C 0.41 0.48 2.80 -0.012
C -1.05 0.42 3.02 -0.039
C -1.66 0.81 4.20 -0.001
C -3.04 0.77 4.27 0.002
C -3.75 0.35 3.16 -0.002
C -3.06 -0.07 2.03 0.000
N -1.73 -0.05 1.95 -0.001
H 0.65 1.98 4.12 -0.010
H 2.57 3.20 4.74 -0.001
H 4.96 3.65 4.34 0.003
H 6.22 2.36 2.64 0.002
H 5.10 0.59 1.34 -0.003
H -1.07 1.10 5.06 0.002
H -3.55 1.07 5.18 0.000
H -4.83 0.33 3.16 0.000
H -3.59 -0.40 1.15 0.000
O 0.63 -2.90 8.07 0.000
C 0.15 -2.04 7.17 0.000
O 0.06 -0.87 7.39 0.000
C -0.24 -2.56 5.81 -0.002
C 0.74 -2.69 4.83 -0.002
C 0.37 -2.80 3.50 -0.004
C -0.97 -2.82 3.16 0.007
C -1.95 -2.80 4.15 0.000
C -1.58 -2.66 5.47 0.001
N -1.33 -2.66 1.79 0.001
C -2.36 -3.21 1.29 -0.003
C -2.72 -2.81 -0.08 0.002
C -3.72 -3.41 -0.82 0.000
C -3.93 -2.96 -2.12 0.000
C -3.13 -1.96 -2.62 0.000
C -2.14 -1.40 -1.81 -0.001
N -1.95 -1.81 -0.56 -0.002
H 0.58 -3.81 7.77 0.000
H 1.79 -2.65 5.10 0.000
H 1.12 -2.85 2.72 0.001
H -3.00 -2.80 3.88 0.000
H -2.34 -2.56 6.24 0.000
H -2.96 -3.94 1.83 0.000
H -4.32 -4.20 -0.40 0.000
H -4.71 -3.41 -2.73 0.000
H -3.25 -1.59 -3.63 0.000
H -1.50 -0.61 -2.15 0.000
C -1.76 5.13 -0.36 0.000
C -1.35 4.95 -1.81 0.000
C -2.40 4.25 -2.66 0.000
C -2.57 2.77 -2.34 0.000
N -1.43 1.98 -2.84 0.001
C -0.40 1.51 -2.12 -0.001
Se -0.30 1.47 -0.26 0.004
N 0.50 0.97 -2.97 -0.006
C 1.80 0.41 -2.59 0.003
C 2.79 1.45 -2.07 0.001
C 2.95 2.70 -2.93 0.002
C 3.53 2.42 -4.32 0.000
C 0.01 1.08 -4.27 0.000
C 0.52 0.64 -5.50 -0.001
C -0.25 0.90 -6.61 0.000
C -1.48 1.56 -6.52 0.000
C -1.99 1.99 -5.31 0.000
C -1.21 1.73 -4.19 0.000
H -1.05 5.76 0.17 0.000
H -1.81 4.17 0.17 0.000
H -2.74 5.60 -0.29 0.000
H -0.40 4.39 -1.87 0.000
H -1.14 5.93 -2.25 0.000
H -2.16 4.36 -3.72 0.000
H -3.37 4.73 -2.52 0.000
H -3.47 2.36 -2.79 0.000
H -2.62 2.60 -1.26 0.000
H 2.19 -0.08 -3.48 0.002
H 1.62 -0.36 -1.84 -0.010
H 3.76 0.95 -1.98 -0.004
H 2.49 1.74 -1.06 0.008
H 3.60 3.39 -2.40 0.000
H 1.98 3.21 -3.02 0.001
H 4.41 1.77 -4.25 0.000
H 3.84 3.34 -4.80 0.000
H 2.80 1.94 -4.98 0.000
H 1.46 0.12 -5.58 0.000
H 0.10 0.58 -7.58 0.000
H -2.05 1.75 -7.43 0.000
H -2.94 2.50 -5.24 0.000
C 0.23 -4.83 -0.51 0.000
P 1.37 -3.48 -0.84 -0.002
C 2.94 -3.93 -0.11 0.003
C 1.60 -3.38 -2.61 0.001
O 0.88 -2.15 -0.28 0.017
H 0.57 -5.74 -1.00 0.000
H -0.75 -4.57 -0.91 0.000
H 0.16 -5.00 0.56 0.000
H 3.33 -4.85 -0.57 0.000
H 2.82 -4.11 0.96 0.001
H 3.66 -3.13 -0.27 0.000
H 1.99 -4.32 -3.00 0.000
H 2.30 -2.58 -2.84 0.000
H 0.64 -3.17 -3.09 0.000
```

* electronic energy: -6681.5839 a.u.
* net charge: +3
* Kohn-Sham gap (spin up / spin down): 0.2312 / 0.1599 Eh
* energy above the lowest of the compared OMol25 structures with the same formula, charge and spin: 0.0 kJ/mol
* ⟨S²⟩: 0.76
* HOMO level (spin up / spin down): -14.74 / -14.74 eV
* spin multiplicity: 2

***

(2)
# C23H42BN2O9

A 3-piece molecular cluster, C23H42BN2O9 overall at a distorted geometry (the ωB97M-V functional and the def2-TZVPD basis, the OMol25 dataset).

The geometry in XYZ format:
```
77
Properties=species:S:1:pos:R:3:mulliken_charge:R:1
C -0.88 2.47 2.22 -1.522
C -0.08 1.60 1.21 0.640
C -0.99 0.52 0.67 -1.493
C -0.43 -0.43 -0.42 0.094
C -0.59 0.13 -1.85 -1.597
C 0.91 -1.05 -0.12 -0.590
C 0.88 -2.32 0.48 0.630
O -0.29 -2.94 0.80 -0.650
C 2.05 -3.03 0.80 0.020
N 2.02 -4.28 1.41 -0.638
C 3.25 -2.43 0.47 -0.175
N 3.29 -1.21 -0.10 0.227
C 4.64 -0.69 -0.39 -1.444
C 5.26 -0.08 0.85 0.375
C 6.70 0.40 0.70 -0.663
O 6.32 -0.78 1.40 -0.457
C 2.18 -0.50 -0.39 0.368
B 2.45 0.95 -1.04 0.727
O 2.68 2.01 -0.22 -0.716
C 2.55 1.20 -2.59 -0.320
C 3.23 2.55 -2.88 -1.338
H -1.90 2.52 1.86 0.328
H -0.93 1.99 3.19 0.360
H -0.52 3.49 2.26 0.423
H 0.20 2.27 0.40 0.100
H 0.78 1.20 1.74 0.026
H -1.34 -0.11 1.49 0.365
H -1.89 0.96 0.25 0.447
H -1.14 -1.25 -0.41 0.769
H -1.54 -0.18 -2.27 0.433
H 0.16 -0.30 -2.50 0.269
H -0.52 1.22 -1.86 0.401
H -0.62 -2.59 1.64 0.332
H 1.11 -4.43 1.84 0.285
H 2.68 -4.29 2.18 0.288
H 4.17 -2.95 0.68 0.492
H 5.28 -1.53 -0.63 0.552
H 4.69 0.03 -1.21 0.384
H 4.61 0.49 1.50 0.515
H 6.78 1.30 1.29 0.330
H 6.84 0.32 -0.37 0.318
H 2.54 1.74 0.69 0.308
H 3.21 0.43 -3.03 0.395
H 1.60 1.15 -3.11 0.410
H 2.61 3.37 -2.52 0.319
H 4.19 2.63 -2.36 0.284
H 3.42 2.67 -3.94 0.380
C -0.12 -4.53 -3.34 -0.974
C -0.50 -5.39 -4.53 -0.404
O -1.58 -4.80 -5.26 -0.355
C -1.24 -3.80 -6.07 0.810
O -0.12 -3.37 -6.23 -0.566
O -2.34 -3.35 -6.67 -0.341
C -2.13 -2.22 -7.53 -0.623
H -0.99 -4.32 -2.72 0.292
H 0.64 -5.04 -2.73 0.402
H 0.29 -3.58 -3.67 0.294
H -0.87 -6.35 -4.19 0.324
H 0.35 -5.57 -5.18 0.340
H -1.35 -2.42 -8.25 0.301
H -1.89 -1.34 -6.94 0.271
H -3.07 -2.06 -8.05 0.228
C -7.26 3.12 5.49 -1.103
C -6.09 2.39 6.13 -0.175
O -4.86 2.63 5.43 -0.351
C -4.29 3.81 5.68 0.712
O -4.69 4.66 6.43 -0.547
O -3.18 3.89 4.93 -0.239
C -2.50 5.14 5.05 -0.666
H -7.32 2.86 4.43 0.290
H -8.19 2.84 5.98 0.359
H -7.13 4.20 5.56 0.315
H -6.25 1.32 6.09 0.285
H -5.98 2.67 7.18 0.318
H -2.30 5.39 6.09 0.324
H -3.08 5.94 4.58 0.327
H -1.56 5.03 4.52 0.160
```

* electronic energy: -1712.9077 a.u.
* net charge: +1
* Kohn-Sham gap: 0.3224 Eh
* HOMO level: -12.38 eV
* spin multiplicity: 1

***

(3)
# C21H31Cl36N2O3P

A 13-piece molecular cluster, C21H31Cl36N2O3P overall at a distorted geometry (the ωB97M-V functional and the def2-TZVPD basis, the OMol25 dataset).

The geometry in XYZ format:
```
94
Properties=species:S:1:pos:R:3:mulliken_charge:R:1
C 4.38 -0.61 -1.51 -0.525
C 4.00 0.96 -1.25 0.379
N 3.01 1.29 -2.36 0.128
C 2.43 2.64 -2.18 -0.150
O 2.10 3.05 -0.82 -0.130
C 0.84 2.53 -0.39 0.338
O 0.43 2.39 0.78 -0.653
C 0.08 2.22 -1.79 -0.002
C -1.42 2.79 -1.68 -0.829
C -2.29 1.62 -0.96 -0.630
C -2.84 0.53 -2.04 -0.372
N -2.33 -0.82 -1.64 -0.315
C 1.02 2.71 -3.00 -0.309
P 0.82 1.50 -4.47 0.689
O -0.57 1.59 -5.14 -0.732
H 3.39 -1.17 -1.50 0.260
H 5.15 -1.00 -0.77 0.328
H 4.74 -0.64 -2.60 -0.115
H 4.90 1.64 -1.24 -0.459
H 3.45 0.95 -0.23 0.119
H 2.26 0.59 -2.20 0.111
H 3.15 3.48 -2.50 0.093
H 0.11 1.07 -1.86 0.144
H -1.85 3.06 -2.70 0.345
H -1.45 3.70 -1.00 0.336
H -3.12 2.07 -0.32 0.453
H -1.57 1.03 -0.29 0.263
H -3.98 0.58 -1.98 0.294
H -2.52 0.78 -3.10 0.358
H -2.72 -1.12 -0.74 -0.014
H -2.53 -1.52 -2.37 0.167
H 0.77 3.71 -3.51 0.398
H 0.94 0.19 -3.88 -0.070
H 1.89 1.63 -5.42 0.100
C 7.48 1.55 -3.35 -0.164
Cl 5.89 1.45 -4.12 -0.064
Cl 7.37 2.41 -1.81 -0.068
Cl 8.16 -0.07 -3.11 -0.116
H 8.15 2.11 -4.01 0.444
C 5.95 0.30 2.05 -0.247
Cl 5.36 -1.36 1.98 -0.127
Cl 6.50 0.84 0.45 0.021
Cl 4.69 1.38 2.66 -0.104
H 6.80 0.33 2.73 0.432
C 4.88 5.20 -0.49 0.126
Cl 5.13 4.06 0.84 -0.084
Cl 5.63 6.76 -0.11 -0.080
Cl 5.52 4.55 -2.00 -0.120
H 3.81 5.36 -0.61 0.151
C -2.94 -4.38 0.60 -0.089
Cl -4.41 -5.10 1.27 0.068
Cl -2.84 -4.66 -1.14 -0.134
Cl -2.87 -2.65 0.96 -0.180
H -2.08 -4.86 1.07 0.324
C -3.66 -8.59 -2.24 0.017
Cl -5.25 -8.69 -3.01 -0.119
Cl -3.76 -7.73 -0.70 -0.043
Cl -2.97 -10.20 -2.02 -0.130
H -3.00 -8.02 -2.90 0.261
C 5.34 10.93 0.51 0.055
Cl 6.21 9.44 0.88 -0.105
Cl 6.26 11.93 -0.63 -0.121
Cl 3.73 10.56 -0.15 -0.122
H 5.21 11.49 1.43 0.300
C 2.26 -2.84 -5.18 -0.085
Cl 2.17 -4.05 -3.89 -0.123
Cl 0.72 -1.99 -5.34 -0.090
Cl 3.57 -1.70 -4.88 -0.037
H 2.46 -3.36 -6.12 0.370
C -8.16 -4.50 1.87 0.059
Cl -7.25 -5.98 2.19 -0.134
Cl -7.28 -3.46 0.73 -0.109
Cl -9.77 -4.88 1.24 -0.159
H -8.27 -3.95 2.81 0.268
C 0.17 4.50 3.86 0.577
Cl 0.05 3.33 5.18 -0.081
Cl -1.37 5.34 3.62 -0.138
Cl 1.47 5.66 4.17 -0.148
H 0.41 3.95 2.95 -0.195
C -4.18 -6.34 5.48 -0.017
Cl -3.29 -6.87 4.04 -0.098
Cl -5.45 -5.19 5.04 -0.085
Cl -4.87 -7.74 6.32 -0.122
H -3.48 -5.85 6.15 0.326
C -13.14 -6.14 2.23 0.585
Cl -14.12 -4.76 2.77 -0.120
Cl -13.14 -7.42 3.45 -0.124
Cl -13.74 -6.75 0.68 -0.120
H -12.12 -5.79 2.09 -0.180
C 2.29 1.92 8.00 0.086
Cl 2.90 1.70 9.65 -0.131
Cl 3.14 0.85 6.88 -0.096
Cl 0.55 1.63 7.94 -0.135
H 2.48 2.95 7.70 0.275
```

* electronic energy: -18062.1132 a.u.
* Kohn-Sham gap: 0.3373 Eh
* HOMO level: -9.03 eV
* spin multiplicity: 1

***

(4)
# C9H4CaClF6NO6S2Te

C9H4CaClF6NO6S2Te as an isolated structure at a distorted geometry (the ωB97M-V functional and the def2-TZVPD basis, the OMol25 dataset).

The geometry in XYZ format:
```
31
Properties=species:S:1:pos:R:3:mulliken_charge:R:1
Ca -0.78 2.67 0.29 1.103
Cl -0.64 -3.76 4.36 -0.296
C -0.90 -2.15 3.67 0.339
C -1.82 -1.31 4.26 -0.561
C -2.02 -0.05 3.68 -0.492
C -1.35 0.39 2.54 0.513
O -1.64 1.54 2.01 -0.660
C -0.32 -0.48 1.98 0.112
C 0.54 -0.16 0.91 0.681
O 0.69 0.96 0.26 -0.707
C -0.17 -1.77 2.57 -1.016
H -2.38 -1.62 5.14 0.371
H -2.75 0.63 4.11 0.395
H 1.12 -1.02 0.55 0.074
H 0.56 -2.45 2.15 0.412
F -2.12 2.22 -3.58 -0.246
C -1.20 1.23 -3.64 0.539
F -0.34 1.54 -4.61 -0.214
F -1.84 0.11 -3.99 -0.245
S -0.35 1.05 -1.99 1.200
O -1.51 0.78 -1.17 -0.690
O 0.18 2.41 -1.88 -0.786
N 0.55 -0.17 -2.30 -0.286
S 1.87 -0.21 -3.15 0.987
O 1.73 -1.13 -4.24 -0.658
O 2.51 1.05 -3.37 -0.623
C 3.00 -1.10 -1.98 0.648
F 4.16 -1.34 -2.61 -0.239
F 3.25 -0.37 -0.90 -0.208
F 2.49 -2.27 -1.60 -0.238
Te -0.54 4.77 2.53 -1.211
```

* electronic energy: -3653.0804 a.u.
* net charge: -2
* Kohn-Sham gap (spin up / spin down): 0.1516 / 0.1148 Eh
* energy above the lowest of the compared OMol25 structures with the same formula, charge and spin: 0.0 kJ/mol
* HOMO level (spin up / spin down): 0.06 / 0.89 eV
* spin multiplicity: 1